A 2-piece molecular cluster, C2H2NOP overall, computed with ωB97M-V with the def2-TZVPD basis set.

Structure (XYZ):
```
7
Properties=species:S:1:pos:R:3:lowdin_charge:R:1
C 1.09370 -1.12727 -1.33573 -0.0952
C -1.49912 0.92522 0.09576 -0.6636
N 0.50525 -0.49691 -2.06944 0.0689
O -2.27012 0.12034 -0.20699 0.0240
P -0.18166 1.90300 0.40925 0.8232
H 1.71588 -1.79547 -0.77356 0.0567
H -0.88695 2.46778 1.32194 -0.2141
```

As for the energy above the lowest of the compared OMol25 structures with the same formula, charge and spin: 14.0 kcal/mol. The charge is 0. The multiplicity is 3. As for the HOMO energy (alpha / beta): -5.8 / -11.4 eV. For the HOMO-LUMO gap (alpha / beta), the calculation gives 6.8 / 8.8 eV.

***

A 13-piece molecular cluster, C15H56N10O13 overall, computed with ωB97M-V with the def2-TZVPD basis set.

Structure (XYZ):
```
94
Properties=species:S:1:pos:R:3:lowdin_charge:R:1
C -7.44974 -16.40390 -27.24053 -0.0430
C -7.80464 -15.62150 -25.97689 -0.2533
O -6.95152 -16.03255 -24.85454 -0.0654
H -8.03026 -16.03499 -28.09948 0.0797
H -7.53711 -17.50977 -27.13558 0.0654
H -6.36528 -16.26845 -27.41604 0.0447
H -8.75187 -15.80904 -25.59707 0.0583
H -7.85554 -14.59180 -26.19019 0.0554
H -7.30571 -15.66612 -24.11257 -0.0133
C -6.61570 -15.52350 -21.34080 -0.0834
C -6.86374 -14.25552 -20.49070 -0.3235
O -7.54541 -14.71077 -19.37173 -0.0679
H -6.08217 -15.42783 -22.26750 0.0425
H -7.61006 -15.95373 -21.60021 0.0601
H -6.16306 -16.27875 -20.67377 0.0777
H -7.39708 -13.55563 -21.16723 0.0974
H -5.92674 -13.82694 -20.20832 0.0992
H -6.94289 -14.60078 -18.64399 0.0759
C -3.15071 -14.91213 -28.65735 -0.5722
O -4.07277 -15.95027 -28.45705 -0.1115
N -1.95770 -15.00423 -28.21162 0.1428
N -3.50658 -13.77171 -29.18588 0.2176
H -1.65677 -15.91648 -27.92716 0.1435
H -1.28362 -14.22110 -28.32838 0.1703
H -4.37857 -13.77466 -29.54543 0.0510
H -2.90938 -12.94663 -29.28748 0.1491
C -11.11017 -13.45963 -26.71727 -0.6674
O -9.87047 -13.60507 -27.27329 -0.0917
N -12.18369 -13.74593 -27.42314 0.1482
N -11.38154 -12.96763 -25.58068 0.1610
H -11.93571 -14.09674 -28.34026 0.1141
H -13.12932 -13.99287 -27.09819 0.1298
H -10.53028 -12.81999 -24.96605 0.0754
H -12.25259 -13.08874 -25.03381 0.1485
C -3.60559 -15.18426 -25.01356 -0.6250
O -3.86120 -14.92692 -23.64775 -0.1324
N -4.51672 -15.49619 -25.86595 0.1255
N -2.41732 -15.06865 -25.55787 0.1396
H -5.52916 -15.66107 -25.51435 0.1059
H -4.33239 -15.81900 -26.81639 0.0438
H -1.70621 -14.77465 -24.90816 0.1059
H -2.27732 -14.85449 -26.61605 0.0668
C -9.41907 -13.27137 -23.16190 -0.6359
O -8.76726 -14.47561 -23.32743 -0.0655
N -10.26240 -13.04476 -22.21697 0.1585
N -9.19272 -12.25340 -23.94938 0.1334
H -10.13175 -13.72679 -21.39911 0.1666
H -10.42024 -12.10781 -21.75584 0.1465
H -8.43492 -12.36446 -24.67032 0.1089
H -9.63612 -11.32913 -23.89346 0.1405
C -5.76530 -12.31239 -25.90571 -0.6107
O -6.64234 -12.94495 -25.03751 -0.0851
N -4.82332 -12.86925 -26.49815 0.1818
N -5.87038 -11.03223 -26.15717 0.1678
H -4.68743 -13.87845 -26.23704 0.0851
H -4.09017 -12.48243 -27.01773 0.1017
H -6.35887 -10.48607 -25.47813 0.1096
H -5.29746 -10.48514 -26.82509 0.1374
C -6.09207 -18.70439 -22.40601 -0.1493
O -5.32225 -19.77190 -22.91759 -0.1022
H -5.64027 -17.78150 -22.79840 0.0820
H -5.96654 -18.71733 -21.33791 0.0678
H -7.19600 -18.65819 -22.48309 0.0704
H -5.01393 -19.55778 -23.75321 -0.0206
C -7.00118 -13.10546 -29.39207 -0.1308
O -6.02135 -12.13451 -29.04477 -0.1615
H -7.55880 -12.80741 -30.22639 0.0655
H -7.74528 -13.14742 -28.60648 0.0649
H -6.61090 -14.09750 -29.49938 0.0653
H -5.71802 -12.40039 -28.12793 0.0283
C -11.33906 -17.06682 -25.36522 -0.1113
O -11.41534 -15.97185 -24.45327 -0.1337
H -11.69722 -16.62829 -26.30847 0.0794
H -11.99720 -17.90001 -25.04454 0.0963
H -10.30742 -17.28243 -25.41918 0.0487
H -11.05874 -15.21845 -24.85563 -0.0036
C -7.93312 -19.88291 -25.04094 -0.1612
O -9.12908 -19.48427 -24.45187 -0.0999
H -8.16330 -20.59185 -25.84870 0.0980
H -7.22885 -20.27822 -24.34936 0.0575
H -7.42322 -19.03255 -25.40181 0.0397
H -8.90384 -18.93807 -23.71745 0.0190
C -10.85853 -17.85542 -22.11068 -0.1601
O -9.63974 -17.19478 -22.36638 -0.1243
H -11.60236 -17.20476 -21.70802 0.0620
H -10.79466 -18.65035 -21.33461 0.0937
H -11.25482 -18.31172 -23.04770 0.0662
H -9.79141 -16.53645 -23.02951 0.0187
C -4.77863 -19.16239 -26.66526 -0.1663
O -4.43738 -18.86431 -25.38691 -0.0854
H -5.66625 -18.64076 -26.94607 0.0430
H -5.01254 -20.27334 -26.62008 0.1128
H -4.00514 -18.94833 -27.40175 0.0854
H -3.64617 -18.39750 -25.42318 0.0602
```

As for the energy above the lowest of the compared OMol25 structures with the same formula, charge and spin: 181.4 kcal/mol. The charge is 0. As for the HOMO energy: -8.4 eV. For the HOMO-LUMO gap, the calculation gives 7.9 eV.

***

C46H40BrN4O3P2Sn as an isolated structure, computed with ωB97M-V with the def2-TZVPD basis set.

Structure (XYZ):
```
97
Properties=species:S:1:pos:R:3:lowdin_charge:R:1
Sn 0.70443 -0.30505 0.05254 1.2404
Br 5.22799 5.50863 0.23300 0.8441
C 4.32920 3.89406 -0.07153 -0.6843
C 5.06292 2.71048 -0.26188 -0.0636
C 4.43680 1.50025 -0.46268 0.0103
C 3.04159 1.42240 -0.50117 -0.3210
O 2.46770 0.24881 -0.71767 -0.1473
C 2.29704 2.62152 -0.35838 -0.1339
C 0.89038 2.67672 -0.41932 -0.0032
N 0.06448 1.66428 -0.54373 0.0085
C -1.33742 1.86724 -0.50954 -0.1916
C -1.98907 2.99543 -0.93128 0.0322
C -3.39383 3.08721 -0.85669 -0.0116
C -4.14318 2.04902 -0.38157 0.0149
C -3.50630 0.85622 0.03571 -0.1244
C -4.21233 -0.26234 0.53222 0.0573
C -3.53729 -1.38967 0.91745 0.0051
C -2.14386 -1.41618 0.79739 -0.0716
N -1.45159 -0.38132 0.34560 0.0011
C -2.10150 0.76491 -0.03584 -0.1542
C 2.96446 3.85058 -0.12673 -0.0497
H 6.14483 2.75582 -0.24839 0.1227
H 5.01602 0.59756 -0.60602 0.1368
H 0.45296 3.66898 -0.32609 0.1470
H -1.44466 3.83266 -1.34970 0.1313
H -3.87335 3.99600 -1.19412 0.1319
H -5.22206 2.11824 -0.33298 0.1363
H -5.29305 -0.21610 0.59784 0.1440
H -4.05438 -2.26053 1.29380 0.1280
H -1.58284 -2.30489 1.06377 0.0943
H 2.38597 4.75822 -0.00801 0.1237
O 1.46224 -2.04211 0.79936 -0.3818
P 1.14811 -3.04648 1.93070 0.8459
C 0.55706 -2.07270 3.35292 -0.2575
P 1.03052 -0.31557 3.36382 0.8481
O 0.69081 0.32124 1.99348 -0.3718
C 2.76323 -0.22106 3.71550 -0.3131
C 3.30350 -0.93692 4.78900 -0.0816
C 4.66140 -0.86604 5.04487 -0.0392
C 5.47940 -0.08760 4.23259 -0.0272
C 4.94129 0.62775 3.17199 -0.0370
C 3.58038 0.56890 2.91117 -0.0544
C 0.04522 0.43494 4.63035 -0.2850
C 0.63601 1.02609 5.74597 -0.0461
C -0.16780 1.59346 6.72527 -0.0337
C -1.54688 1.57129 6.58904 -0.0274
C -2.13903 0.98887 5.47107 -0.0470
C -1.34750 0.42043 4.49214 -0.0784
C -0.16029 -4.16121 1.48286 -0.3448
C -0.26441 -4.54566 0.14278 -0.0614
C -1.23122 -5.46375 -0.23224 -0.0343
C -2.08000 -6.00884 0.72579 -0.0270
C -1.97005 -5.63803 2.06007 -0.0370
C -1.01042 -4.71237 2.44419 -0.0767
C 2.62480 -3.94105 2.30217 -0.2803
C 2.55960 -5.30975 2.57367 -0.0497
C 3.72193 -6.00265 2.87318 -0.0366
C 4.93920 -5.33659 2.89206 -0.0257
C 5.00598 -3.97562 2.61021 -0.0429
C 3.85326 -3.27089 2.31638 -0.0675
H 0.92697 -2.51241 4.28346 0.0956
H -0.53502 -2.11011 3.39462 0.0699
H 2.67481 -1.54071 5.43417 0.1200
H 5.08338 -1.41198 5.87781 0.1256
H 6.54048 -0.03137 4.43767 0.1255
H 5.57983 1.24393 2.55301 0.1137
H 3.15822 1.14043 2.09784 0.0932
H 1.71285 1.05515 5.85001 0.1107
H 0.28551 2.05414 7.59220 0.1248
H -2.16935 2.01265 7.35585 0.1257
H -3.21610 0.98232 5.37234 0.1184
H -1.81032 -0.02367 3.61546 0.0971
H 0.40395 -4.12766 -0.59892 0.0945
H -1.31529 -5.76638 -1.26731 0.1217
H -2.82628 -6.73512 0.43119 0.1259
H -2.62493 -6.07566 2.80154 0.1245
H -0.92674 -4.43886 3.48949 0.1174
H 1.61397 -5.83647 2.54614 0.1105
H 3.67780 -7.06256 3.08264 0.1241
H 5.84514 -5.88241 3.12051 0.1256
H 5.96102 -3.46751 2.61550 0.1195
H 3.91020 -2.21300 2.08682 0.1011
C -1.81427 -1.71549 -4.74655 0.0146
C -0.73089 -1.81124 -3.73117 -0.2491
C 0.45114 -2.52442 -3.72406 0.0579
C 1.12582 -2.18682 -2.54951 -0.2874
N 0.37478 -1.31673 -1.84817 -0.0263
N -0.75538 -1.11054 -2.58502 0.0775
C 2.47241 -2.66685 -2.12409 0.0001
H -1.74498 -2.54550 -5.44460 0.0992
H -1.71877 -0.78997 -5.31629 0.1027
H -2.80020 -1.73447 -4.28228 0.0926
H 0.80073 -3.19325 -4.49278 0.1389
H -1.42437 -0.40486 -2.32254 0.1549
H 3.12907 -2.67202 -2.99333 0.1073
H 2.42201 -3.69250 -1.75391 0.0933
H 2.91252 -2.03384 -1.36238 0.0562
```

As for the energy above the lowest of the compared OMol25 structures with the same formula, charge and spin: 4.3 kcal/mol. The charge is +3. As for the HOMO energy: -15.2 eV. For the HOMO-LUMO gap, the calculation gives 6.8 eV.

***

C23H22BIrN7O3 as an isolated structure, computed with ωB97M-V with the def2-TZVPD basis set.

Structure (XYZ):
```
57
Properties=species:S:1:pos:R:3:lowdin_charge:R:1
Ir -0.13637 -0.21716 0.17846 1.5046
N -2.34933 -0.46211 -2.01517 0.1251
C -2.88478 0.22526 -0.92902 -0.2712
C -4.14707 0.80009 -1.06557 0.0228
C -4.69677 1.47548 -0.00118 -0.0036
C -3.98562 1.55697 1.19542 -0.0170
C -2.73949 0.99517 1.25230 -0.1263
N -2.16983 0.35687 0.19861 -0.0327
C -1.62363 -1.65011 -1.97374 -0.2729
C -1.85198 -2.60392 -2.96457 0.0243
C -1.14384 -3.78195 -2.93779 -0.0087
C -0.22823 -3.99521 -1.91063 -0.0212
C -0.04269 -3.00671 -0.98033 -0.1061
N -0.71511 -1.83212 -1.00969 -0.0373
H -2.92143 -0.38388 -2.84232 0.1468
H -4.68698 0.69010 -1.99622 0.1305
H -5.67841 1.92086 -0.09117 0.1322
H -4.39209 2.05563 2.06256 0.1266
H -2.13473 1.03538 2.14261 0.1004
H -2.59253 -2.41357 -3.72953 0.1307
H -1.30985 -4.53379 -3.69729 0.1315
H 0.34360 -4.90860 -1.84231 0.1245
H 0.67524 -3.11105 -0.18390 0.1104
B 2.64654 0.38853 2.01545 -0.3578
N 2.80657 -0.19745 0.56745 -0.0442
C 3.95300 -0.61606 0.02042 -0.0444
C 3.70356 -1.11714 -1.24502 -0.0180
C 2.33686 -0.95566 -1.41759 -0.1197
N 1.81208 -0.40049 -0.31814 -0.1435
N 1.54183 1.49769 1.95328 -0.0465
C 1.59566 2.68489 2.55640 -0.0373
C 0.51582 3.45553 2.15191 -0.0138
C -0.17189 2.64706 1.26920 -0.1277
N 0.45072 1.45704 1.15877 -0.1327
H 2.35231 -0.47363 2.80716 0.0637
H 3.67852 0.93249 2.27859 0.0861
H 4.87844 -0.50745 0.56038 0.1375
H 4.41700 -1.49967 -1.95255 0.1120
H 1.71918 -1.16645 -2.27496 0.1163
H 2.42144 2.92234 3.20559 0.1396
H 0.29067 4.46939 2.42981 0.1142
H -1.04442 2.87168 0.67900 0.1116
O -1.33766 -1.91440 5.08046 0.2216
C -0.24874 -2.56557 4.87331 -0.1834
C 0.27394 -3.38629 5.92492 0.0917
C 1.45142 -4.05009 5.72993 0.0026
C 2.13238 -3.92449 4.50725 0.0619
C 1.61588 -3.12784 3.45443 0.0519
C 0.43821 -2.46383 3.61533 -0.0293
C -0.15758 -1.58454 2.58424 -0.4746
O 0.45077 -1.56592 1.42614 -0.1840
O -1.15697 -0.91306 2.83099 0.0666
H -1.52542 -1.37024 4.23482 0.1075
H -0.28655 -3.44074 6.84877 0.1491
H 1.86688 -4.66761 6.51405 0.1355
H 3.07175 -4.44144 4.36362 0.1360
H 2.16351 -3.03277 2.52681 0.1380
```

The charge is +2. The multiplicity is 2. As for the HOMO energy (alpha / beta): -14.2 / -14.2 eV. For the HOMO-LUMO gap (alpha / beta), the calculation gives 7.5 / 5.1 eV.

***

no.,calculated total energy (eV)
1,-14927.4457
2,-57976.6930
3,-154888.2677
4,-44283.7138